# 1
Below is the molecule C3HNO3 in a non-equilibrium geometry, with properties calculated with wB97M-V/def2-TZVPD.

```
! RIJCOSX wB97M-V def2-TZVPD def2/J DEFGRID3
* xyz 0 1
N -0.28 -0.59 0.43
C -0.49 0.82 0.08
C -1.45 -0.29 -0.18
C 1.33 -0.28 0.01
O -0.35 1.98 0.34
O -2.49 -0.78 -0.50
O 1.96 0.14 -0.90
H 1.77 -1.00 0.72
*
```

Values from the calculation:
Structure (SMILES): O=Cn1c(=O)c1=O
Calculated total energy, hartree: -395.21701
Strongest force on any atom, eV/Å: 6.16
Energy relative to the best compared isomer or geometry (same formula, charge and spin), kJ/mol: 421.2

Löwdin population analysis, charges in e, atoms 1 to 5: atom 1 (N): 0.180, atom 2 (C): -0.327, atom 3 (C): -0.381, atom 4 (C): -0.114, atom 5 (O): 0.152

# 2
Below is a structure of composition C48H64GeN5NaP3 in a non-equilibrium geometry, with properties calculated with wB97M-V/def2-TZVPD.

```
! RIJCOSX wB97M-V def2-TZVPD def2/J DEFGRID3
* xyz 0 2
Na -0.36 0.65 0.05
C -0.05 4.32 2.24
C -0.27 3.33 3.38
C 0.49 3.79 4.63
P 0.09 1.60 2.75
C 1.89 1.46 3.24
N 2.54 0.20 3.01
Ge 2.27 -0.85 1.27
N 1.68 -2.92 1.63
C 0.38 -3.36 1.20
P -0.26 -2.46 -0.30
C 0.55 -3.32 -1.74
C 2.07 -3.10 -1.71
C 0.24 -4.81 -1.94
C -2.03 -3.08 -0.40
C -2.33 -4.42 0.28
C -2.95 -1.99 0.16
C 2.74 -3.77 1.56
C 2.71 -5.14 1.25
C 3.87 -5.88 1.16
C 5.11 -5.29 1.36
C 5.16 -3.95 1.72
C 4.00 -3.22 1.85
N 3.95 -1.86 2.33
C 3.58 -1.77 3.73
C 3.94 -2.71 4.68
C 3.63 -2.50 6.02
C 2.97 -1.33 6.38
C 2.58 -0.40 5.42
C 2.86 -0.61 4.07
C 5.12 -1.08 2.01
C 6.25 -1.01 2.81
C 7.38 -0.36 2.35
C 7.37 0.21 1.09
C 6.23 0.18 0.30
C 5.06 -0.43 0.77
N 3.85 -0.43 0.12
C 3.78 0.33 -1.11
P 2.06 0.76 -1.68
C 2.12 2.63 -1.85
C 1.08 3.06 -2.88
C 3.47 3.30 -2.13
C 2.15 0.03 -3.41
C 3.15 0.65 -4.38
C 0.75 -0.08 -4.03
C -0.94 0.53 3.88
C -0.95 0.82 5.38
C -0.64 -0.95 3.61
H -0.39 5.32 2.53
H -0.61 4.01 1.36
H 1.01 4.39 1.99
H -1.34 3.30 3.60
H 1.53 4.01 4.38
H 0.48 3.07 5.44
H 0.04 4.71 4.99
H 2.01 1.79 4.27
H 2.36 2.22 2.60
H -0.35 -3.17 1.99
H 0.35 -4.43 0.98
H 0.15 -2.78 -2.61
H 2.54 -3.77 -0.99
H 2.32 -2.08 -1.43
H 2.50 -3.31 -2.69
H 0.58 -5.40 -1.09
H 0.78 -5.17 -2.82
H -0.82 -4.99 -2.10
H -2.23 -3.17 -1.47
H -2.25 -4.33 1.37
H -1.66 -5.21 -0.04
H -3.35 -4.72 0.05
H -2.73 -1.80 1.22
H -3.99 -2.30 0.10
H -2.84 -1.05 -0.38
H 1.76 -5.64 1.09
H 3.81 -6.94 0.93
H 6.02 -5.86 1.27
H 6.12 -3.48 1.91
H 4.48 -3.60 4.38
H 3.91 -3.22 6.76
H 2.74 -1.15 7.42
H 2.07 0.49 5.75
H 6.24 -1.48 3.78
H 8.26 -0.30 2.98
H 8.27 0.68 0.70
H 6.26 0.63 -0.68
H 4.25 -0.25 -1.92
H 4.33 1.26 -1.01
H 1.77 2.97 -0.87
H 1.41 2.84 -3.90
H 0.92 4.14 -2.82
H 0.12 2.58 -2.71
H 4.01 2.82 -2.95
H 4.12 3.31 -1.26
H 3.29 4.33 -2.42
H 2.48 -0.99 -3.20
H 2.80 1.61 -4.75
H 3.27 -0.01 -5.25
H 4.13 0.77 -3.93
H 0.39 0.89 -4.38
H 0.03 -0.47 -3.31
H 0.78 -0.76 -4.89
H -1.94 0.74 3.49
H 0.02 0.64 5.83
H -1.67 0.15 5.87
H -1.27 1.84 5.59
H 0.31 -1.25 4.08
H -0.56 -1.14 2.54
H -1.43 -1.58 4.03
N -1.76 10.35 -1.94
C -1.76 9.22 -1.77
C -1.76 7.81 -1.55
C -2.89 7.03 -1.82
C -2.86 5.67 -1.59
C -1.72 5.04 -1.08
C -0.59 5.83 -0.82
C -0.61 7.19 -1.04
C -1.68 3.63 -0.83
C -1.65 2.42 -0.62
H -3.78 7.50 -2.21
H -3.74 5.07 -1.81
H 0.30 5.36 -0.43
H 0.27 7.79 -0.84
*
```

Values from the calculation:
Calculated total energy, hartree: -5404.44923
Strongest force on any atom, eV/Å: 1.88

Löwdin population analysis, charges in e, atoms 1 to 5: atom 1 (Na): -0.079, atom 2 (C): -0.138, atom 3 (C): -0.538, atom 4 (C): -0.122, atom 5 (P): 1.073

# 3
Below is the molecule C11H11ClO3 in a non-equilibrium geometry, with properties calculated with wB97M-V/def2-TZVPD.

```
! RIJCOSX wB97M-V def2-TZVPD def2/J DEFGRID3
* xyz 0 3
C 0.07 -0.37 3.75
C 0.78 0.75 3.38
C -0.26 -1.37 2.79
C 0.94 1.03 2.10
C -0.03 -1.13 1.43
C 0.47 0.15 1.12
C -0.92 -0.80 -1.73
C 0.13 0.66 -0.31
C -1.84 -0.05 -1.09
C 0.92 1.82 -1.00
C -0.06 -1.30 -3.74
O 0.28 -0.46 -1.21
O -1.29 0.91 -0.27
O -0.93 -1.77 -2.59
Cl -3.39 0.42 -1.80
H -0.18 -0.35 4.76
H 1.07 1.50 4.22
H -0.73 -2.27 3.12
H 1.52 1.90 1.74
H -0.38 -1.87 0.66
H 1.23 2.55 -0.24
H 0.37 2.25 -1.89
H 1.81 1.29 -1.36
H -0.14 -0.23 -3.69
H -0.40 -1.79 -4.67
H 0.95 -1.49 -3.48
*
```

Values from the calculation:
Calculated total energy, hartree: -1111.39845
Strongest force on any atom, eV/Å: 5.05

Löwdin population analysis, charges in e, atoms 1 to 5: atom 1 (C): -0.144, atom 2 (C): -0.173, atom 3 (C): -0.095, atom 4 (C): -0.125, atom 5 (C): -0.081

# 4
Below is a cluster of 2 separate species, C4H11IN2 in total in a non-equilibrium geometry, with properties calculated with wB97M-V/def2-TZVPD.

```
! RIJCOSX wB97M-V def2-TZVPD def2/J DEFGRID3
* xyz 0 1
C -0.25 2.72 1.92
C 1.56 1.82 0.40
C -1.11 -2.92 -1.56
C 0.15 1.95 0.93
N -0.61 -1.64 -1.19
N -0.46 -1.45 0.16
I -2.40 -1.66 1.47
H 0.02 -2.25 0.51
H -1.26 2.84 2.09
H 0.52 3.31 2.32
H 1.51 1.79 -0.72
H 1.95 1.05 1.04
H 2.03 2.72 0.80
H -1.86 -3.42 -0.80
H -1.57 -2.83 -2.48
H -0.14 -3.48 -1.64
H -0.54 1.43 0.41
H -0.99 -0.93 -1.77
*
```

Values from the calculation:
Structure (SMILES): C=CC.CNNI
Calculated total energy, hartree: -566.07199
Strongest force on any atom, eV/Å: 3.68
Energy relative to the best compared isomer or geometry (same formula, charge and spin), kJ/mol: 165.8

Löwdin population analysis, charges in e, atoms 1 to 5: atom 1 (C): 0.006, atom 2 (C): -0.099, atom 3 (C): -0.151, atom 4 (C): -0.264, atom 5 (N): -0.218

# 5
Below is a structure of composition C32H46IrN5O2, with properties calculated with wB97M-V/def2-TZVPD.

```
! RIJCOSX wB97M-V def2-TZVPD def2/J DEFGRID3
* xyz 3 2
Ir -0.13 0.70 0.62
C 1.39 0.68 3.16
C 0.63 -0.63 3.05
N -0.64 -0.38 2.32
C -1.67 0.35 3.13
C -2.32 1.45 2.29
N -1.26 2.20 1.54
C -0.43 3.06 2.44
C 1.03 2.90 2.06
N 1.31 1.44 1.86
H 2.44 0.50 3.41
H 0.98 1.32 3.94
H 0.45 -1.06 4.04
H 1.19 -1.36 2.46
H -1.01 -1.29 2.03
H -1.19 0.76 4.01
H -2.43 -0.35 3.48
H -2.90 2.12 2.92
H -2.99 1.02 1.55
H -1.72 2.78 0.85
H -0.62 2.77 3.47
H -0.73 4.10 2.35
H 1.70 3.31 2.82
H 1.22 3.39 1.12
H 2.21 1.38 1.39
C -4.29 -0.26 -0.63
C -3.34 0.65 -1.35
C -3.82 1.48 -2.38
C -3.01 2.35 -3.10
C -3.57 3.20 -4.21
C -1.66 2.44 -2.76
C -1.13 1.66 -1.72
C -1.99 0.71 -1.07
N 0.10 1.75 -1.16
C 1.23 2.47 -1.82
C 2.49 2.30 -0.98
C 1.50 1.82 -3.19
C 0.94 3.97 -1.93
H -5.19 -0.43 -1.21
H -4.62 0.19 0.32
H -3.84 -1.22 -0.40
H -4.88 1.43 -2.63
H -4.62 2.99 -4.37
H -3.03 3.01 -5.14
H -3.46 4.26 -3.98
H -1.05 3.15 -3.30
H -1.58 -0.12 -0.44
H 2.63 1.27 -0.68
H 2.51 2.97 -0.11
H 3.35 2.57 -1.59
H 1.85 0.80 -3.05
H 2.28 2.38 -3.70
H 0.63 1.80 -3.84
H 0.56 4.37 -0.98
H 0.25 4.25 -2.72
H 1.88 4.49 -2.14
C 2.59 -4.79 1.45
O 1.69 -4.22 0.48
C 0.45 -3.92 0.86
C -0.01 -3.91 2.18
C -1.34 -3.64 2.47
C -2.25 -3.37 1.45
C -1.80 -3.36 0.14
C -0.47 -3.59 -0.16
N -0.08 -3.63 -1.53
C 1.00 -3.16 -2.10
C 2.02 -2.36 -1.53
C 3.32 -2.64 -2.01
C 4.44 -2.18 -1.35
C 4.26 -1.42 -0.20
C 3.00 -1.06 0.23
C 1.85 -1.45 -0.45
O 0.63 -1.05 -0.12
H 3.47 -5.08 0.89
H 2.14 -5.68 1.91
H 2.85 -4.06 2.21
H 0.67 -4.18 2.98
H -1.68 -3.69 3.49
H -3.30 -3.22 1.67
H -2.49 -3.21 -0.69
H -0.68 -4.19 -2.12
H 1.15 -3.52 -3.11
H 3.43 -3.29 -2.87
H 5.43 -2.43 -1.71
H 5.13 -1.09 0.36
H 2.90 -0.46 1.13
*
```

Values from the calculation:
Calculated total energy, hartree: -1774.65534
Strongest force on any atom, eV/Å: 0.61
Energy relative to the best compared isomer or geometry (same formula, charge and spin), kJ/mol: 0.0

Löwdin population analysis, charges in e, atoms 1 to 5: atom 1 (Ir): 1.395, atom 2 (C): -0.109, atom 3 (C): -0.149, atom 4 (N): -0.144, atom 5 (C): -0.116

# 6
Below is a cluster of 4 separate species, C4H10Cl4N2O4 in total, with properties calculated with wB97M-V/def2-TZVPD.

```
! RIJCOSX wB97M-V def2-TZVPD def2/J DEFGRID3
* xyz 0 1
C 2.30 -1.28 3.46
N 2.51 0.13 3.02
O 3.29 0.32 2.12
O 1.87 1.00 3.58
H 3.21 -1.83 3.28
H 1.48 -1.66 2.85
H 1.98 -1.26 4.49
C -0.16 1.02 0.92
N -0.92 -0.15 0.47
O -1.86 0.02 -0.28
O -0.56 -1.23 0.91
H 0.81 1.03 0.41
H 0.01 0.91 1.99
H -0.68 1.95 0.72
C 1.18 1.13 -2.84
Cl 0.11 -0.21 -3.28
Cl 0.52 2.69 -3.28
H 1.35 1.06 -1.78
H 2.12 0.97 -3.37
C -3.60 -0.91 -2.59
Cl -5.29 -0.74 -2.12
Cl -3.44 -1.27 -4.31
H -3.08 0.02 -2.39
H -3.15 -1.70 -2.01
*
```

Values from the calculation:
Structure (SMILES): C[N+](=O)[O-].C[N+](=O)[O-].ClCCl.ClCCl
Calculated total energy, hartree: -2409.45023
Strongest force on any atom, eV/Å: 0.74
Energy relative to the best compared isomer or geometry (same formula, charge and spin), kJ/mol: 0.0

Löwdin population analysis, charges in e, atoms 1 to 5: atom 1 (C): 0.055, atom 2 (N): -0.454, atom 3 (O): 0.064, atom 4 (O): 0.050, atom 5 (H): 0.097